# 1
C16H15BrSeTi | ωB97M-V with the def2-TZVPD basis set

Positions of all 34 atoms, in Å:
1 C -1.844065 -0.838304 -0.837081
2 C -1.586128 -1.337572 0.491090
3 C -1.626405 -0.229448 1.393045
4 H -1.595849 -2.383417 0.789657
5 C -1.844539 0.968292 0.636464
6 C -1.961435 0.605162 -0.753368
7 H -2.245260 1.269214 -1.562947
8 H -2.033425 -1.446636 -1.716457
9 H -1.689500 -0.311988 2.480457
10 H -2.066039 1.950117 1.055786
11 Ti 0.089091 0.022126 -0.263263
12 Br 1.135944 -1.007674 -2.050891
13 C 2.764806 0.681310 -4.847768
14 C 1.661257 1.477090 -5.289042
15 C 0.662101 0.594755 -5.815017
16 H 1.606851 2.561823 -5.265978
17 C 1.150761 -0.744965 -5.698481
18 C 2.450269 -0.692316 -5.099862
19 H 3.097786 -1.542064 -4.907699
20 H 3.697279 1.051938 -4.432729
21 H -0.283666 0.891150 -6.260575
22 H 0.646270 -1.643581 -6.042224
23 Se 1.988450 1.001360 0.982182
24 C 1.398926 0.645256 2.727895
25 C 0.500426 1.562336 3.295602
26 C -0.069637 1.279911 4.534425
27 C 0.294988 0.102867 5.203227
28 C 1.211249 -0.802753 4.651697
29 C 1.782042 -0.530982 3.402400
30 H 0.234682 2.443614 2.717673
31 H -0.785847 1.985770 4.960895
32 H -0.143047 -0.106993 6.185041
33 H 1.490551 -1.718187 5.180670
34 H 2.477916 -1.202912 2.914673

Cartesian forces (eV/Å) of the 6 atoms listed first:
-1.1 0.6 0.9
-1.1 0.7 -0.3
-0.7 0.2 -0.7
0.4 0.3 -0.2
-0.6 -1.1 -0.2
-1.1 -0.8 0.6

Properties
Energy relative to the best compared isomer or geometry (same formula, charge and spin) = 3.5 kJ/mol
Orbital gap (alpha / beta) = 4.6 / 4.6 eV
Strongest force on any atom = 2.244 eV Å⁻¹
2S+1 = 2
M = 414.03 g mol⁻¹
Total charge = -1
E_LUMO (alpha / beta) = 2.14 / 2.15 eV
⟨S²⟩ = 0.755

Here are the natural (NBO) charges for atoms 1 to 2, given in e: C -0.324; C -0.356



# 2
C16H15Cl3GeMoN4O6S3 | ωB97M-V with the def2-TZVPD basis set

Positions of all 49 atoms, in Å:
1 Mo 1.875906 0.314641 -0.096921
2 S 2.777724 1.091176 1.938149
3 C 4.304730 1.300075 1.110036
4 S 4.144239 1.089148 -0.595832
5 C 5.485985 1.580415 1.743688
6 C 5.559369 1.758677 3.158928
7 N 5.655612 1.912195 4.296229
8 C 6.707671 1.706049 1.016237
9 N 7.706379 1.809507 0.451985
10 N 1.577449 -0.454551 -2.219584
11 C 2.030674 0.449837 -3.292376
12 C 1.283457 1.774556 -3.275947
13 C 1.821459 2.766098 -2.252491
14 O 2.429411 3.738335 -2.601361
15 O 1.536535 2.536540 -0.948608
16 H 2.162997 -1.285858 -2.207615
17 H 0.616837 -0.748793 -2.376049
18 H 1.900839 -0.016847 -4.271513
19 H 3.095776 0.624792 -3.136573
20 H 0.218181 1.609131 -3.078924
21 H 1.384636 2.244634 -4.251449
22 C -5.988143 -2.181904 -0.607261
23 C -4.975072 -1.497003 0.283810
24 C -4.967651 -1.805357 1.581597
25 C -4.092511 -1.357985 2.758193
26 C -3.154648 -0.571115 2.310307
27 C -3.158076 -0.028341 0.261448
28 C -4.077281 -0.569678 -0.515476
29 S -0.511514 -0.342703 1.638650
30 O 0.358647 -0.556684 2.821519
31 O -2.533912 1.638661 2.065598
32 N 0.172719 -1.113648 0.411363
33 C 0.564992 -2.489106 0.728231
34 C 2.060300 -2.621334 0.467734
35 O 2.587581 -3.707138 0.444948
36 O 2.692409 -1.486523 0.253778
37 H -6.653764 -2.826776 -0.038613
38 H -5.473528 -2.786526 -1.357370
39 H -6.587860 -1.437912 -1.135480
40 H -5.696100 -2.548862 1.882910
41 H -4.296573 -1.719214 3.751009
42 H -1.481211 1.098811 0.552402
43 H -4.227241 -0.447502 -1.573924
44 H 0.010588 -3.209831 0.128202
45 H 0.406607 -2.699798 1.787970
46 Cl -2.232855 0.391192 1.446040
47 Ge -0.396287 2.202766 -0.425709
48 Cl 0.060234 3.265750 1.440004
49 Cl -2.685707 3.607996 -0.471874

Cartesian forces (eV/Å) of the 6 atoms listed first:
2.2 -0.1 0.2
-0.5 0.0 -0.4
0.1 0.2 -0.1
-0.1 -0.3 0.2
0.0 0.0 0.1
0.0 0.0 0.0

Properties
Energy relative to the best compared isomer or geometry (same formula, charge and spin) = 2538.9 kJ/mol
Orbital gap (alpha / beta) = 5.3 / 5.4 eV
Strongest force on any atom = 13.002 eV Å⁻¹
2S+1 = 2
M = 730.43 g mol⁻¹
Total charge = -1
E_LUMO (alpha / beta) = 0.32 / 0.33 eV
⟨S²⟩ = 0.786

Here are the natural (NBO) charges for atoms 1 to 2, given in e: Mo 0.672; S 0.153



# 3
C16H15ClF2N2O3 | ωB97M-V with the def2-TZVPD basis set

Positions of all 39 atoms, in Å:
1 C -4.833074 1.662070 0.357856
2 H -5.433259 2.492291 0.726634
3 H -5.459191 1.023660 -0.275104
4 O -4.388860 0.973925 1.507005
5 C -3.445851 0.010688 1.355310
6 C -3.058680 -0.508395 0.123347
7 C -2.043547 -1.450767 0.064542
8 C -1.442566 -1.911661 1.232514
9 C -1.861056 -1.419198 2.453902
10 C -2.849436 -0.459189 2.524571
11 H -3.172005 -0.050589 3.468166
12 H -1.399182 -1.781253 3.359690
13 H -0.664666 -2.655095 1.164428
14 O -1.535893 -1.979286 -1.099053
15 C -2.105033 -1.660671 -2.345634
16 H -1.667924 -2.398863 -3.024098
17 H -3.191980 -1.801225 -2.333284
18 C -1.754905 -0.229639 -2.837416
19 N -0.581782 0.278573 -2.174023
20 C -0.684511 1.230050 -1.214925
21 O -1.661899 1.931353 -1.064211
22 N 0.449313 1.452037 -0.446802
23 C 1.556848 0.669367 -0.192850
24 C 1.546406 -0.724282 -0.270778
25 C 2.685578 -1.453496 0.015143
26 C 3.859620 -0.819169 0.398442
27 C 3.883769 0.559733 0.514740
28 C 2.747622 1.289746 0.221834
29 Cl 2.797477 3.011199 0.381337
30 H 4.791366 1.049280 0.828442
31 F 4.968003 -1.525225 0.668710
32 F 2.635174 -2.790630 -0.075014
33 H 0.645404 -1.268842 -0.503907
34 H 0.443781 2.354098 0.015170
35 H 0.269673 -0.250694 -2.265014
36 H -2.555857 0.479256 -2.620165
37 H -1.591302 -0.250833 -3.918243
38 H -3.535641 -0.161130 -0.775616
39 H -3.988025 2.047143 -0.220289

Cartesian forces (eV/Å) of the 6 atoms listed first:
0.0 0.2 -0.2
0.0 -0.1 -0.1
0.0 0.0 0.0
0.1 -0.2 0.2
0.2 -0.2 0.2
-0.2 0.0 -0.3

Properties
Energy relative to the best compared isomer or geometry (same formula, charge and spin) = 12.6 kJ/mol
SMILES string = COc1cccc(OCCNC(=O)Nc2cc(F)c(F)cc2Cl)c1
Orbital gap = 8.8 eV
Strongest force on any atom = 0.639 eV Å⁻¹
M = 356.76 g mol⁻¹
Total charge = 0
E_LUMO = 0.60 eV

Here are the natural (NBO) charges for atoms 1 to 2, given in e: C -0.265; H 0.198



# 4
C16H15ClN2O3 | ωB97M-V with the def2-TZVPD basis set

Positions of all 37 atoms, in Å:
1 C -3.376499 -1.403804 -1.881819
2 C -2.863242 -0.875384 -0.577540
3 C -1.552876 -1.090169 -0.186769
4 C -1.065079 -0.586612 1.018280
5 C -1.921670 0.126024 1.851111
6 C -3.233698 0.342125 1.467145
7 C -3.700571 -0.145245 0.261340
8 H -4.724985 0.033656 -0.032028
9 H -3.896179 0.894632 2.117141
10 H -1.589003 0.497195 2.808824
11 C 0.346632 -0.813726 1.365554
12 N 0.973702 -1.679299 0.652916
13 O 2.329445 -1.877804 1.033262
14 C 3.268814 -1.901805 0.093716
15 O 4.367540 -2.298986 0.380470
16 C 2.959067 -1.449067 -1.337823
17 O 1.852630 -0.613842 -1.586464
18 C 1.648747 0.593771 -1.005644
19 C 0.406973 1.153379 -1.336864
20 C -0.018695 2.351172 -0.811266
21 C 0.796377 3.044628 0.069930
22 C 2.036020 2.528993 0.386900
23 C 2.472354 1.320862 -0.145201
24 Cl 4.071869 0.798047 0.332521
25 H 2.695418 3.060430 1.055300
26 H 0.476069 3.981344 0.497961
27 H -0.987215 2.740412 -1.083551
28 H -0.211812 0.594149 -2.019090
29 H 2.729382 -2.361099 -1.902125
30 H 3.887195 -1.026287 -1.742176
31 N 0.896223 -0.133782 2.398127
32 H 0.457814 0.694322 2.755602
33 H 1.885259 -0.244728 2.553072
34 H -0.876545 -1.653540 -0.808817
35 H -2.628976 -2.022826 -2.369767
36 H -3.634674 -0.580012 -2.546788
37 H -4.275802 -1.997115 -1.725447

Cartesian forces (eV/Å) of the 6 atoms listed first:
0.0 0.0 0.0
0.1 0.0 0.1
-0.1 0.0 0.2
-0.6 0.0 -0.1
0.3 -0.1 -0.1
-0.1 0.1 0.0

Properties
Energy relative to the best compared isomer or geometry (same formula, charge and spin) = 270.0 kJ/mol
SMILES string = Cc1cccc(/C(N)=N/OC(=O)COc2ccccc2Cl)c1
Orbital gap = 9.3 eV
Strongest force on any atom = 1.614 eV Å⁻¹
M = 318.76 g mol⁻¹
Total charge = 0
E_LUMO = 0.55 eV

Here are the natural (NBO) charges for atoms 1 to 2, given in e: C -0.631; C -0.007



# 5
C16H15ClN4S | ωB97M-V with the def2-TZVPD basis set

Positions of all 37 atoms, in Å:
1 S -1.909906 -0.642174 4.520514
2 C -0.817071 -0.283362 3.358888
3 N 0.225924 0.584372 3.415011
4 N 0.925093 0.609868 2.254706
5 C 0.330792 -0.233999 1.470313
6 N -0.739224 -0.817515 2.088318
7 C -1.708755 -1.748422 1.573101
8 C -3.018853 -1.066291 1.249536
9 C -3.038470 0.154403 0.588003
10 C -4.240872 0.775714 0.301569
11 C -5.434703 0.180548 0.670374
12 C -5.421000 -1.035780 1.330917
13 C -4.218601 -1.654638 1.622536
14 H -4.210168 -2.595679 2.151901
15 H -6.348537 -1.500478 1.629496
16 H -6.372537 0.667347 0.449032
17 H -4.243204 1.727624 -0.208392
18 H -2.111559 0.633662 0.303779
19 H -1.879595 -2.507513 2.343182
20 H -1.292640 -2.227868 0.682645
21 C 0.768723 -0.538727 0.080902
22 N 2.000622 0.146391 -0.203782
23 C 2.451355 0.374280 -1.480394
24 C 3.468154 1.312386 -1.690384
25 C 3.982602 1.533662 -2.949603
26 C 3.483132 0.820012 -4.028717
27 C 2.479328 -0.114393 -3.845435
28 C 1.968005 -0.337948 -2.580845
29 H 1.194505 -1.079056 -2.456375
30 H 2.097705 -0.668632 -4.688558
31 Cl 4.121397 1.099678 -5.614853
32 H 4.765873 2.260008 -3.098787
33 H 3.852800 1.867417 -0.847613
34 H 2.283062 0.805812 0.505316
35 H -0.028262 -0.243334 -0.622512
36 H 0.908908 -1.627017 -0.018774
37 H 0.488890 1.159256 4.197177

Cartesian forces (eV/Å) of the 6 atoms listed first:
-0.5 -0.2 0.6
0.2 0.1 0.1
-0.5 -0.6 -0.5
0.5 0.1 -0.6
0.3 0.3 0.3
0.5 0.5 0.5

Properties
Energy relative to the best compared isomer or geometry (same formula, charge and spin) = 0.0 kJ/mol
SMILES string = S=c1[nH]nc(CNc2ccc(Cl)cc2)n1Cc1ccccc1
Orbital gap = 8.6 eV
Strongest force on any atom = 0.930 eV Å⁻¹
M = 330.84 g mol⁻¹
Total charge = 0
E_LUMO = 0.51 eV

Here are the natural (NBO) charges for atoms 1 to 2, given in e: S -0.232; C 0.211



# 6
C16H15ClN4S | ωB97M-V with the def2-TZVPD basis set

Positions of all 37 atoms, in Å:
1 N 0.612618 0.538517 5.582076
2 C 0.811890 0.204612 4.507795
3 C 1.054042 -0.194026 3.145921
4 H 1.372370 -1.240172 3.135418
5 H 1.859536 0.425514 2.740390
6 C -0.219938 -0.033468 2.301274
7 N 0.065361 -0.266522 0.897195
8 C 0.238116 -1.547329 0.484802
9 S -0.043778 -2.854969 1.460671
10 N 0.642018 -1.788016 -0.802574
11 C 1.560893 -1.101627 -1.585157
12 C 2.411367 -0.118339 -1.079836
13 C 3.323618 0.515917 -1.901023
14 C 3.416228 0.177939 -3.240279
15 C 2.596669 -0.811391 -3.757336
16 C 1.680477 -1.442401 -2.937957
17 Cl 0.660459 -2.687810 -3.590437
18 H 2.664778 -1.095150 -4.795634
19 H 4.127943 0.673187 -3.881104
20 H 3.972589 1.272381 -1.487563
21 H 2.363435 0.128994 -0.031466
22 H 0.466838 -2.739839 -1.107746
23 C -0.361211 0.786527 -0.011175
24 C -1.849275 1.014303 0.087483
25 C -2.743304 -0.042811 -0.048796
26 C -4.100257 0.205547 0.056285
27 C -4.513557 1.509118 0.293422
28 N -3.673603 2.520166 0.421794
29 C -2.380162 2.277257 0.324651
30 H -1.733213 3.138761 0.438241
31 H -5.561943 1.757791 0.387071
32 H -4.818856 -0.592714 -0.041422
33 H -2.379227 -1.045089 -0.227230
34 H -0.111138 0.508438 -1.035908
35 H 0.176535 1.708587 0.232758
36 H -0.611181 0.979467 2.408127
37 H -0.977135 -0.741352 2.657267

Cartesian forces (eV/Å) of the 6 atoms listed first:
-0.1 0.2 0.6
0.1 0.0 0.1
0.0 -0.1 -0.6
0.0 0.1 -0.1
0.0 -0.1 0.0
0.0 -0.1 0.3

Properties
Energy relative to the best compared isomer or geometry (same formula, charge and spin) = 42.1 kJ/mol
SMILES string = N#CCCN(Cc1cccnc1)C(=S)Nc1ccccc1Cl
Orbital gap = 8.8 eV
Strongest force on any atom = 0.659 eV Å⁻¹
M = 330.84 g mol⁻¹
Total charge = 0
E_LUMO = 0.16 eV

Here are the natural (NBO) charges for atoms 1 to 2, given in e: N -0.315; C 0.285